--- w ---
Molecular formula: C2H5NOS
Method: DFT, ωB97M-V/def2-TZVPD

Summary:
multiplicity: 1
orbital gap: 9.70 eV
LUMO energy: 0.666 eV
E_HOMO: -9.0310 eV
net charge: 0

Each line ends with the natural charge from an NBO analysis.
CARTESIAN COORDINATES (ANGSTROEM)
C 0.3805 -0.2808 0.3874  -0.24
C -0.3360 0.9244 -0.1324  -0.65
N -1.1310 -1.2557 0.3333  -0.80
O -2.9902 0.4900 -0.0527  -0.94
S -1.8390 -0.0384 -0.7162  1.36
H 1.1835 -0.7140 -0.3558  0.21
H 0.6730 -0.1840 1.5247  0.23
H -0.7067 1.4859 0.6930  0.25
H 0.1267 1.3471 -1.0606  0.23
H -0.8844 -2.0464 -0.1255  0.35

---

--- x ---
Molecular formula: C2H5NOS
Method: DFT, ωB97M-V/def2-TZVPD

Summary:
structure (SMILES): CO/C=N\S
multiplicity: 1
orbital gap: 9.34 eV
LUMO energy: 0.908 eV
E_HOMO: -8.4345 eV
net charge: 0

Each line ends with the natural charge from an NBO analysis.
CARTESIAN COORDINATES (ANGSTROEM)
C 1.7001 -0.4870 -0.0148  -0.25
O 0.2657 -0.4743 -0.1390  -0.51
C -0.3694 0.7121 -0.1786  0.37
N -1.6119 0.7861 -0.0428  -0.63
S -2.5877 -0.5704 -0.1020  0.20
H 1.8351 -0.6137 1.0386  0.19
H 2.0115 -1.3560 -0.5795  0.20
H 2.1961 0.4454 -0.3983  0.18
H 0.1808 1.6699 0.0231  0.17
H -3.6203 -0.1120 0.3932  0.08

---

--- y ---
Molecular formula: C2H5NOS
Method: DFT, ωB97M-V/def2-TZVPD

Summary:
multiplicity: 1
orbital gap: 8.81 eV
LUMO energy: 0.256 eV
E_HOMO: -8.5539 eV
net charge: 0

Each line ends with the natural charge from an NBO analysis.
CARTESIAN COORDINATES (ANGSTROEM)
C -1.6311 1.7279 0.0687  -0.37
C 0.2379 -0.6996 0.3005  -0.02
H -2.0845 2.6783 0.6952  0.24
H -2.3497 0.6079 0.2996  0.21
H -1.3925 1.6328 -1.2871  0.27
H 0.8057 1.2334 -0.2733  0.38
H -0.2559 -0.8073 1.4154  0.21
N 0.2462 0.6113 0.5013  -0.30
O -0.6471 1.4428 1.2001  -0.37
S 1.0681 -1.7085 -1.0109  -0.26

---

Compare the structures above. Which one is the least stable? y is.